Version w
{
  "formula": "C6H13O7Tl",
  "method": "the ωB97M-V functional and the def2-TZVPD basis",
  "homo_energy_ev": -17.8,
  "total_charge": 2,
  "e_lumo_ha": -0.513,
  "orbital_gap_ev": 3.8,
  "symbols": ["Tl", "O", "H", "C", "O", "C", "O", "O", "C", "H", "H", "H", "H", "H", "H", "C", "O", "C", "O", "O", "C", "H", "H", "H", "H", "H", "H"],
  "positions_angstrom": [[3.16, -0.91, -1.52], [1.26, -1.68, -1.06], [1.05, -1.65, -0.10], [1.57, 2.42, 0.94], [1.05, 1.29, 1.59], [1.59, 0.09, 1.35], [2.50, -0.16, 0.55], [0.91, -0.72, 2.21], [1.31, -2.06, 2.22], [1.30, 3.32, 1.49], [1.31, 2.53, -0.11], [2.65, 2.42, 1.08], [1.77, -2.60, 1.39], [0.42, -2.65, 2.46], [1.95, -2.05, 3.09], [-3.64, 0.85, -2.97], [-2.93, 1.02, -1.75], [-2.00, 0.09, -1.31], [-1.75, -0.96, -1.88], [-1.41, 0.41, -0.14], [-0.34, -0.24, 0.48], [-4.35, 1.68, -3.05], [-4.16, -0.11, -2.96], [-3.03, 0.98, -3.86], [-0.13, 0.12, 1.48], [0.60, -0.14, -0.05], [-0.66, -1.29, 0.43]]
}


Version x
{
  "formula": "C6H13O7Tl",
  "method": "the ωB97M-V functional and the def2-TZVPD basis",
  "homo_energy_ev": -17.6,
  "total_charge": 2,
  "e_lumo_ha": -0.529,
  "orbital_gap_ev": 3.2,
  "symbols": ["Tl", "O", "H", "C", "O", "C", "O", "O", "C", "H", "H", "H", "H", "H", "H", "C", "O", "C", "O", "O", "C", "H", "H", "H", "H", "H", "H"],
  "positions_angstrom": [[-3.90, -1.98, 1.03], [-2.63, 0.39, 0.07], [-1.71, 0.33, 0.39], [0.37, -4.62, 1.83], [0.98, -3.33, 1.67], [0.21, -2.23, 1.62], [-0.97, -2.29, 1.28], [0.83, -1.20, 2.06], [0.24, 0.09, 2.01], [0.06, -4.83, 0.80], [-0.52, -4.64, 2.47], [1.09, -5.28, 2.30], [0.83, 0.85, 2.51], [-0.72, -0.03, 2.52], [0.24, 0.37, 0.96], [0.91, 4.73, -1.73], [1.23, 3.34, -1.91], [0.36, 2.37, -1.85], [-0.84, 2.54, -1.73], [1.02, 1.20, -1.94], [0.24, 0.02, -2.26], [1.47, 5.09, -0.86], [-0.17, 4.77, -1.61], [1.26, 5.27, -2.61], [0.30, -0.25, -3.32], [-0.81, 0.16, -1.99], [0.65, -0.82, -1.70]]
}


Calculated relative energies: version w 3.399; version x 0.000, given in eV


Version w
{
  "formula": "C3H5NO2S2",
  "method": "the ωB97M-V functional and the def2-TZVPD basis",
  "homo_energy_ev": -9.2,
  "smiles": "CS/C(=N\\O)C(=O)S",
  "e_lumo_ha": -0.005,
  "orbital_gap_ev": 9.1,
  "symbols": ["C", "C", "C", "H", "H", "H", "H", "H", "N", "O", "O", "S", "S"],
  "positions_angstrom": [[-0.19, 0.13, 2.19], [-0.21, 0.30, -0.55], [-0.06, 1.26, -1.68], [-0.34, 0.75, 3.07], [0.88, 0.07, 2.02], [-0.68, -0.80, 2.41], [0.26, -2.64, -0.05], [1.13, -0.49, -2.83], [0.05, -0.91, -0.86], [-0.17, -1.81, 0.24], [-0.51, 2.37, -1.63], [-0.91, 1.02, 0.86], [0.75, 0.74, -3.19]]
}


Version x
{
  "formula": "C3H5NO2S2",
  "method": "the ωB97M-V functional and the def2-TZVPD basis",
  "homo_energy_ev": -8.7,
  "smiles": "CSC(=S)C(=O)NO",
  "e_lumo_ha": -0.025,
  "orbital_gap_ev": 8.1,
  "symbols": ["C", "C", "C", "H", "H", "H", "H", "H", "N", "O", "O", "S", "S"],
  "positions_angstrom": [[-1.65, 1.71, -1.12], [-0.23, -0.05, 0.01], [0.38, -0.80, 1.27], [-2.35, 0.81, -1.32], [-0.84, 1.88, -1.70], [-2.16, 2.72, -1.07], [1.71, -2.07, 2.01], [2.27, -1.66, -0.54], [1.54, -1.53, 1.11], [-0.34, -0.65, 2.19], [2.52, -1.23, 0.19], [-1.20, 1.25, 0.48], [0.34, -0.37, -1.52]]
}


Calculated relative energies: version w 0.000; version x 1.245, given in eV


Version w
{
  "formula": "C22H44BiN3OP3Se",
  "method": "the ωB97M-V functional and the def2-TZVPD basis",
  "homo_energy_ev": -15.3,
  "total_charge": 3,
  "e_lumo_ha": -0.337,
  "orbital_gap_ev": 6.1,
  "symbols": ["Bi", "P", "P", "P", "H", "C", "C", "H", "C", "C", "C", "C", "C", "C", "C", "C", "C", "H", "H", "H", "H", "H", "H", "H", "H", "H", "H", "H", "H", "H", "H", "H", "H", "H", "H", "H", "H", "H", "H", "H", "H", "H", "H", "H", "H", "H", "C", "C", "C", "C", "C", "C", "Se", "H", "H", "H", "H", "H", "H", "C", "N", "C", "C", "C", "N", "C", "O", "N", "H", "H", "H", "H", "H", "H", "H"],
  "positions_angstrom": [[1.15, -0.08, -0.94], [-0.82, -0.85, 1.28], [1.76, -2.70, -0.57], [-1.36, -0.32, -2.36], [-0.33, 4.88, 0.02], [-1.13, 4.36, -0.51], [-2.22, 3.87, 0.11], [-2.39, 3.98, 1.19], [-0.07, -0.83, 2.96], [-1.76, -2.42, 1.43], [-2.13, 0.42, 1.49], [3.34, -3.14, -1.38], [2.08, -3.23, 1.15], [0.55, -3.88, -1.24], [-2.34, 1.22, -2.27], [-2.59, -1.59, -1.89], [-1.28, -0.55, -4.17], [-1.02, 4.30, -1.60], [-3.05, 3.43, -0.46], [0.11, 0.19, 3.31], [0.87, -1.39, 2.97], [-0.78, -1.31, 3.65], [-1.07, -3.28, 1.45], [-2.47, -2.54, 0.61], [-2.31, -2.39, 2.38], [-1.82, 1.39, 1.09], [-2.34, 0.53, 2.56], [-3.05, 0.11, 0.98], [3.64, -4.14, -1.04], [4.12, -2.42, -1.08], [3.25, -3.12, -2.47], [2.76, -4.10, 1.12], [1.15, -3.52, 1.66], [2.57, -2.42, 1.70], [1.03, -4.87, -1.33], [0.20, -3.56, -2.23], [-0.32, -3.97, -0.57], [-3.12, 1.20, -3.05], [-1.70, 2.10, -2.43], [-2.82, 1.32, -1.28], [-3.22, -1.80, -2.76], [-3.22, -1.24, -1.06], [-2.08, -2.52, -1.60], [-2.29, -0.45, -4.59], [-0.87, -1.54, -4.40], [-0.62, 0.20, -4.63], [2.05, 1.10, -4.20], [1.90, 2.28, -3.45], [1.78, 3.51, -4.11], [1.93, 3.58, -5.50], [2.18, 2.42, -6.24], [2.26, 1.18, -5.59], [1.90, -0.68, -3.43], [1.01, 1.25, 1.10], [1.83, 2.23, -2.36], [1.59, 4.41, -3.52], [1.85, 4.55, -6.01], [2.31, 2.47, -7.32], [2.46, 0.26, -6.15], [5.06, 0.48, 2.73], [3.83, 1.28, 2.68], [3.61, 2.32, 3.55], [2.45, 3.05, 3.49], [1.48, 2.73, 2.54], [1.74, 1.67, 1.72], [2.91, 0.93, 1.75], [3.12, -0.01, 0.94], [0.29, 3.33, 2.41], [5.72, 0.95, 3.47], [5.55, 0.47, 1.76], [4.86, -0.55, 3.04], [4.43, 2.49, 4.25], [2.28, 3.87, 4.18], [0.12, 4.15, 2.99], [-0.27, 3.30, 1.55]]
}


Version x
{
  "formula": "C22H44BiN3OP3Se",
  "method": "the ωB97M-V functional and the def2-TZVPD basis",
  "homo_energy_ev": -15.7,
  "total_charge": 3,
  "e_lumo_ha": -0.336,
  "orbital_gap_ev": 6.6,
  "symbols": ["Bi", "P", "P", "P", "H", "C", "C", "H", "C", "C", "C", "C", "C", "C", "C", "C", "C", "H", "H", "H", "H", "H", "H", "H", "H", "H", "H", "H", "H", "H", "H", "H", "H", "H", "H", "H", "H", "H", "H", "H", "H", "H", "H", "H", "H", "H", "C", "C", "C", "C", "C", "C", "Se", "H", "H", "H", "H", "H", "H", "C", "N", "C", "C", "C", "N", "C", "O", "N", "H", "H", "H", "H", "H", "H", "H"],
  "positions_angstrom": [[-0.72, -0.34, -0.75], [-3.41, 0.00, -0.43], [0.29, -2.80, 0.12], [0.13, 2.32, -0.97], [4.13, -1.45, -0.88], [4.27, -0.40, -0.63], [4.27, 0.04, 0.64], [4.13, -0.64, 1.49], [-4.38, 0.37, -1.92], [-4.16, -1.49, 0.28], [-3.84, 1.31, 0.77], [1.92, -2.71, 0.92], [-0.76, -3.69, 1.31], [0.52, -3.98, -1.25], [1.88, 2.44, -1.46], [0.02, 3.33, 0.55], [-0.74, 3.30, -2.23], [4.48, 0.28, -1.46], [4.51, 1.08, 0.89], [-5.27, -0.27, -1.94], [-3.77, 0.18, -2.82], [-4.69, 1.43, -1.91], [-5.26, -1.39, 0.23], [-3.83, -1.61, 1.32], [-3.86, -2.38, -0.31], [-4.89, 1.60, 0.62], [-3.20, 2.19, 0.61], [-3.69, 0.93, 1.79], [2.43, -3.67, 0.76], [1.80, -2.54, 1.99], [2.55, -1.91, 0.50], [-1.27, -4.51, 0.79], [-1.50, -3.01, 1.77], [-0.12, -4.10, 2.11], [1.52, -4.43, -1.17], [0.42, -3.47, -2.21], [-0.24, -4.77, -1.17], [2.20, 3.49, -1.38], [1.99, 2.12, -2.51], [2.53, 1.81, -0.84], [0.28, 4.37, 0.29], [0.71, 2.96, 1.32], [-1.01, 3.31, 0.94], [-0.49, 4.36, -2.09], [-1.83, 3.17, -2.12], [-0.44, 2.97, -3.24], [0.67, -0.05, -4.05], [1.94, -0.59, -3.80], [3.07, 0.06, -4.30], [2.94, 1.23, -5.06], [1.67, 1.74, -5.34], [0.53, 1.10, -4.85], [-0.92, -0.87, -3.32], [-0.49, 0.06, 1.58], [2.03, -1.50, -3.21], [4.06, -0.35, -4.10], [3.83, 1.73, -5.45], [1.56, 2.64, -5.95], [-0.47, 1.47, -5.08], [-2.16, -0.92, 5.59], [-1.09, -0.39, 4.74], [0.06, 0.12, 5.28], [1.06, 0.59, 4.46], [0.89, 0.55, 3.08], [-0.29, 0.09, 2.60], [-1.30, -0.47, 3.39], [-2.30, -1.00, 2.90], [1.79, 1.01, 2.18], [-3.10, -0.40, 5.40], [-1.86, -0.77, 6.63], [-2.31, -1.99, 5.40], [0.09, 0.11, 6.36], [1.98, 0.98, 4.88], [2.70, 1.30, 2.52], [1.78, 0.69, 1.22]]
}


Calculated relative energies: version w 0.000; version x 0.308, given in eV